{"formula": "C20H64N4O12", "method": "ωB97M-V/def2-TZVPD", "smiles": "NC(N)=O.NC(N)=O.CC(C)O.CC(C)O.CC(C)O.CC(C)O.CC(C)O.CC(C)O.O.O.O.O", "e_above_lowest_kj_mol": 0.0, "gap_ev": 9.020, "symbols": ["N", "C", "N", "O", "H", "H", "H", "H", "N", "C", "N", "O", "H", "H", "H", "H", "C", "C", "C", "O", "H", "H", "H", "H", "H", "H", "H", "H", "C", "C", "C", "O", "H", "H", "H", "H", "H", "H", "H", "H", "C", "C", "C", "O", "H", "H", "H", "H", "H", "H", "H", "H", "C", "C", "C", "O", "H", "H", "H", "H", "H", "H", "H", "H", "C", "C", "C", "O", "H", "H", "H", "H", "H", "H", "H", "H", "C", "C", "C", "O", "H", "H", "H", "H", "H", "H", "H", "H", "O", "H", "H", "O", "H", "H", "O", "H", "H", "O", "H", "H"], "coordinates": [[2.339863, -3.708877, -3.375665], [1.079583, -3.477377, -3.048395], [0.891543, -2.385817, -2.373455], [0.155333, -4.168097, -3.366315], [2.390273, -4.229747, -4.239525], [3.173703, -3.259977, -3.024515], [1.750323, -1.967187, -2.045835], [-0.023397, -2.100087, -2.055115], [0.710403, -1.248317, 0.897875], [-0.422427, -1.281997, 0.304025], [-0.495907, -0.423697, -0.632215], [-1.329717, -2.014947, 0.603515], [0.759353, -1.801757, 1.741325], [1.530793, -0.754177, 0.577135], [-1.287267, -0.330067, -1.252775], [0.342023, 0.037793, -0.956245], [3.572873, 4.647103, -0.882905], [2.101733, 4.846153, -0.727585], [1.323863, 3.732713, 0.103465], [1.784943, 5.939113, -0.100995], [3.914023, 3.649403, -1.159145], [4.131343, 4.820523, 0.036955], [3.931113, 5.447843, -1.529885], [1.633933, 4.873703, -1.711705], [1.026363, 2.916853, -0.555295], [0.366723, 4.012063, 0.543865], [1.814783, 3.370713, 1.006825], [2.452733, 6.596873, -0.308385], [-1.329637, 3.833453, 2.750235], [-1.200307, 2.390413, 3.363375], [0.005213, 1.651773, 2.745615], [-0.700937, 2.589773, 4.672785], [-1.429717, 3.753253, 1.667805], [-0.411517, 4.417733, 2.811615], [-2.156357, 4.301953, 3.284225], [-2.046487, 1.703883, 3.335795], [0.989843, 2.093873, 2.897755], [-0.044547, 1.672793, 1.656955], [0.195353, 0.629333, 3.072055], [-0.424117, 1.730683, 4.999775], [-2.979417, 2.067753, -0.941935], [-2.825907, 3.546453, -1.177365], [-1.849367, 3.849463, -2.281495], [-4.169697, 3.915913, -1.639445], [-3.891517, 1.813313, -0.402095], [-2.088547, 1.504633, -0.663815], [-3.135867, 1.619873, -1.923275], [-2.465107, 4.191693, -0.376365], [-2.184007, 3.437223, -3.233435], [-0.942857, 3.396973, -1.879505], [-1.707337, 4.925853, -2.377945], [-4.356927, 3.587043, -2.521705], [-3.136557, -4.192747, 5.478005], [-2.541937, -4.115747, 4.057405], [-3.532137, -4.807867, 3.119685], [-2.333147, -2.802187, 3.502615], [-2.275177, -3.918027, 6.086805], [-3.345977, -5.210967, 5.805845], [-4.015327, -3.594117, 5.717815], [-1.599157, -4.660637, 4.008955], [-3.219977, -4.646297, 2.087925], [-4.524027, -4.356447, 3.141305], [-3.577987, -5.887027, 3.266015], [-2.311677, -2.868037, 2.545115], [5.376873, -2.091667, 0.006375], [4.163603, -2.736127, 0.702025], [3.739463, -4.186627, 0.154165], [4.372593, -2.903527, 2.112085], [6.331653, -2.140547, 0.529925], [5.285463, -1.008537, 0.087525], [5.524633, -2.452267, -1.011585], [3.378343, -2.003127, 0.517145], [4.551633, -4.798037, -0.239085], [2.965923, -4.084777, -0.606995], [3.296023, -4.679207, 1.019505], [4.507983, -2.081627, 2.589315], [-1.533437, -0.227807, -3.855595], [-2.628927, 0.327113, -4.709435], [-2.131657, 1.341693, -5.755375], [-3.400817, -0.720567, -5.384595], [-0.842427, -0.727067, -4.534815], [-1.880057, -0.763377, -2.971785], [-1.020497, 0.641733, -3.444645], [-3.379717, 0.693663, -4.009405], [-1.532677, 0.754433, -6.451405], [-1.662687, 2.259343, -5.400275], [-3.061667, 1.709633, -6.188715], [-2.845237, -1.079807, -6.080205], [2.378963, -0.080567, -1.330745], [3.045323, -0.000107, -2.013195], [2.824363, 0.188913, -0.527475], [-4.623337, -1.524947, 0.658315], [-5.034717, -2.277277, 0.232875], [-3.684157, -1.700587, 0.600725], [3.443773, 0.931163, 0.833435], [3.637693, 1.845053, 1.041815], [4.133133, 0.433313, 1.272925], [1.428263, -2.051677, 3.953275], [1.053153, -1.387517, 4.531565], [1.767103, -2.722417, 4.546175]], "atomic_forces_ev_per_a": [[2.88, -1.57, -1.68], [-1.61, -0.14, 0.19], [0.58, 2.89, 1.96], [-1.49, -1.94, -1.39], [0.54, -0.19, 0.37], [-0.50, 0.09, -0.18], [-0.85, 0.77, 0.40], [0.46, -0.30, 0.09], [4.37, -1.05, 3.47], [-1.57, -1.19, 0.62], [-0.76, 4.36, -5.19], [-2.40, -1.80, 1.01], [0.45, 0.00, 0.01], [-0.61, -0.13, 0.24], [0.06, -0.35, 0.53], [-0.11, 0.05, 0.00], [1.08, 0.02, 0.55], [-1.57, -5.37, -0.52], [0.20, -0.33, -0.83], [-0.31, 5.22, 2.53], [-0.31, 0.11, -0.72], [-0.35, 0.13, 0.56], [0.28, -0.36, -0.55], [0.03, -0.46, -0.58], [0.49, -0.46, 0.07], [0.01, 0.99, -0.49], [0.69, -0.13, -0.25], [-0.15, 0.60, 0.17], [-0.28, -1.74, 0.18], [3.56, 0.49, -0.61], [0.24, -0.02, -1.82], [-0.99, 0.49, 1.57], [-0.92, -0.03, 0.04], [0.09, -0.23, 0.81], [0.04, 0.40, -0.52], [-0.51, 0.60, -0.12], [-0.24, 0.84, 0.60], [-0.32, -0.58, -0.29], [-0.75, -0.26, 0.02], [-0.05, -0.01, 0.21], [0.47, -0.86, -0.41], [-1.61, -0.16, -2.05], [0.32, -0.01, 0.52], [0.29, 1.29, 1.34], [0.43, 0.06, 0.49], [0.00, 0.38, 0.97], [-0.33, 0.14, -0.45], [-0.99, -0.23, 0.59], [0.29, -0.22, -0.02], [0.57, 0.01, -0.78], [0.03, -0.04, -0.09], [0.47, -0.23, -0.04], [1.77, 0.57, 0.20], [-1.97, -0.48, -1.51], [0.26, -0.08, -0.78], [-0.06, -0.03, 1.77], [-0.36, 0.47, 0.72], [-0.04, -0.20, -0.57], [0.20, 0.25, -0.43], [0.16, -0.08, 0.32], [0.25, -0.20, -0.22], [-0.07, -0.06, 0.49], [-0.16, 0.01, 0.18], [0.19, -0.03, -0.23], [0.41, 0.26, 0.65], [0.61, -1.13, -0.34], [0.04, 1.79, 0.85], [-0.05, -0.40, -0.28], [0.04, -1.15, 0.21], [-0.46, 0.31, -0.85], [-0.11, 0.35, -0.05], [-0.62, -0.45, 0.17], [0.17, 0.27, 0.13], [0.05, -0.01, -0.05], [-0.01, -0.15, -0.16], [-0.08, 0.23, -0.26], [0.52, 0.74, -0.18], [-1.15, -0.53, 0.09], [-1.50, -0.34, 0.65], [0.68, 0.84, 0.47], [0.24, -0.58, 0.60], [-0.10, -0.70, -0.66], [0.36, 0.17, 0.00], [-0.10, 0.69, -0.30], [0.15, 0.51, -0.28], [0.54, -0.44, 0.32], [0.16, -0.17, -0.73], [0.10, -0.20, -0.14], [-0.35, -0.41, -0.73], [0.08, 0.11, -0.30], [0.45, 0.60, 0.47], [-0.28, 0.22, 0.06], [-0.12, -0.16, -0.11], [0.62, -0.05, 0.00], [0.15, -0.13, 0.33], [-0.18, 0.43, -0.05], [0.21, -0.22, 0.20], [0.18, 0.15, -0.30], [-0.25, 0.15, 0.11], [0.09, -0.28, 0.06]]}

***

{"formula": "C20H22FeNO3", "method": "ωB97M-V/def2-TZVPD", "s_squared": 6.10, "charge": 1, "spin_multiplicity": 5, "gap_ev": [6.639, 4.629], "symbols": ["O", "C", "Fe", "C", "O", "C", "O", "C", "C", "C", "C", "C", "C", "H", "H", "H", "H", "H", "H", "H", "C", "C", "C", "C", "C", "C", "C", "C", "C", "N", "C", "C", "H", "H", "H", "H", "H", "H", "H", "H", "H", "H", "H", "H", "H", "H", "H"], "coordinates": [[2.797230, -1.778089, -2.380732], [2.555249, -0.657631, -2.591334], [2.259377, 1.054968, -2.880853], [3.399177, 1.701187, -1.675337], [4.275258, 1.908425, -0.940403], [3.397698, 1.043739, -4.197529], [4.237684, 0.947604, -4.997515], [-0.294788, 0.917443, -1.559851], [-0.530656, 0.167238, -2.814814], [0.551368, 0.540120, -3.816335], [0.750589, 1.947241, -4.003968], [0.934348, 2.663324, -2.810455], [0.642348, 1.952354, -1.588022], [-0.905903, 0.713790, -0.680021], [-0.568744, -0.921905, -2.647731], [-1.512805, 0.426562, -3.257401], [0.681717, -0.164354, -4.647893], [0.888767, 2.389714, -4.991678], [1.281958, 3.699410, -2.777685], [0.964597, 2.412027, -0.639195], [0.729168, 0.188277, 5.438577], [-0.497921, -0.488301, 5.499607], [-1.360325, -0.461214, 4.402722], [-1.008397, 0.241055, 3.241650], [-1.922324, 0.156438, 2.037106], [-1.634664, -1.111138, 1.242539], [-2.707419, -1.553180, 0.230206], [-1.923940, -2.421240, -0.778530], [-0.436688, -2.214156, -0.434508], [-0.435903, -1.020662, 0.423938], [0.200603, 0.948540, 3.194202], [1.074743, 0.908147, 4.286138], [1.411866, 0.151901, 6.287063], [-0.785116, -1.039700, 6.397498], [-2.316824, -0.994374, 4.428622], [-2.968748, 0.105982, 2.371340], [-1.802740, 1.032711, 1.382585], [-1.492476, -1.950763, 1.958134], [-3.526594, -2.087072, 0.723243], [-3.127338, -0.663644, -0.262726], [-2.183633, -3.479488, -0.683784], [-2.144112, -2.108004, -1.805183], [-0.058009, -3.076695, 0.141499], [0.210111, -2.081356, -1.307926], [0.424044, -0.903254, 0.958370], [0.450782, 1.517670, 2.292631], [2.027369, 1.440359, 4.233725]], "atomic_forces_ev_per_a": [[-1.00, 3.58, -0.84], [1.99, -7.35, 1.93], [-1.33, 1.01, 0.38], [5.49, 1.50, 5.69], [-2.57, -0.55, -2.32], [5.93, -0.47, -6.18], [-2.90, 0.36, 2.59], [-0.11, 0.48, -0.06], [0.70, -0.22, -0.20], [-3.35, -0.45, -2.42], [0.18, -0.78, -0.36], [-2.53, 1.56, 0.78], [-0.72, 1.56, 0.78], [0.50, 0.11, -0.26], [0.02, 0.40, -0.01], [0.05, -0.03, 0.19], [-0.35, 0.59, 0.08], [0.38, -0.14, 0.30], [-0.10, -0.45, -0.02], [-0.39, -0.13, -0.53], [-0.20, 0.02, -0.31], [0.12, 0.15, -0.20], [0.29, 0.11, -0.05], [-0.01, 0.19, 0.07], [-0.05, -0.09, 0.13], [-0.19, -0.79, 0.30], [0.26, 0.38, 0.09], [-0.10, -0.12, -0.12], [0.10, -0.11, 0.72], [0.49, -0.04, -0.38], [-0.15, -0.37, 0.25], [-0.15, -0.11, 0.10], [-0.18, 0.05, -0.23], [0.15, 0.20, -0.27], [0.35, 0.18, 0.07], [0.24, 0.15, -0.09], [-0.11, -0.13, 0.17], [-0.22, 0.29, -0.06], [0.18, 0.13, -0.14], [0.03, -0.20, 0.10], [0.01, 0.20, -0.13], [-0.02, -0.18, 0.16], [-0.06, 0.09, -0.31], [-0.06, -0.10, 0.18], [-0.30, -0.16, 0.02], [-0.03, -0.15, 0.32], [-0.31, -0.16, 0.09]]}

***

{"formula": "C3H5BrCl2", "method": "ωB97M-V/def2-TZVPD", "gap_ev": 10.680, "symbols": ["C", "C", "C", "Cl", "Cl", "Br", "H", "H", "H", "H", "H"], "coordinates": [[-1.186345, -0.486144, -0.516877], [0.306138, -0.541186, -0.364479], [0.979109, 0.710659, 0.940572], [-0.088103, 0.939708, 2.304267], [1.156476, 2.174161, 0.105365], [1.315983, -0.115322, -1.914795], [-1.698467, 0.412243, -0.287162], [-1.336659, -0.659787, -1.540998], [-1.882135, -1.249800, -0.051289], [0.552289, -1.543777, -0.125064], [1.881714, 0.359244, 1.450460]], "atomic_forces_ev_per_a": [[-1.18, -0.86, 0.40], [0.56, 2.17, 3.10], [-1.08, -3.08, -1.21], [-0.91, -0.30, 0.34], [0.43, 1.40, -0.35], [0.03, -0.28, -0.70], [0.09, 1.39, 0.22], [-0.51, -0.10, -1.63], [1.64, 0.33, 0.13], [0.82, -0.64, 0.69], [0.10, -0.04, -1.00]]}

***

{"formula": "C22H21NO6", "method": "ωB97M-V/def2-TZVPD", "smiles": "Cc1c(OCC(=O)N2CCC(C(=O)O)CC2)ccc2c1oc(=O)c1ccccc12", "e_above_lowest_kj_mol": 0.0, "gap_ev": 8.601, "symbols": ["C", "C", "C", "O", "C", "C", "O", "N", "C", "C", "C", "C", "O", "O", "C", "C", "C", "C", "C", "C", "O", "C", "O", "C", "C", "C", "C", "C", "C", "H", "H", "H", "H", "H", "H", "H", "H", "H", "H", "H", "H", "H", "H", "H", "H", "H", "H", "H", "H", "H"], "coordinates": [[-0.318644, -1.024361, -2.255175], [-1.290884, -0.880078, -1.126085], [-1.162894, 0.179482, -0.222263], [-0.117280, 1.018919, -0.455111], [0.053762, 2.146499, 0.376259], [1.164511, 3.048345, -0.177103], [0.944324, 4.230619, -0.357262], [2.357281, 2.482618, -0.436300], [2.773696, 1.135675, -0.124974], [3.842591, 1.154170, 0.969131], [5.028038, 2.016269, 0.536543], [6.037196, 2.153638, 1.655514], [5.799018, 2.058728, 2.828193], [7.257686, 2.433835, 1.184570], [4.531211, 3.421386, 0.160401], [3.444369, 3.317268, -0.907524], [-2.063015, 0.311225, 0.832854], [-3.086493, -0.597464, 0.987668], [-3.250628, -1.667469, 0.108496], [-2.331131, -1.790683, -0.945895], [-2.399773, -2.804187, -1.853567], [-3.357780, -3.763440, -1.817071], [-3.335465, -4.618708, -2.667333], [-4.350210, -3.686451, -0.739438], [-5.342372, -4.665816, -0.688223], [-6.295645, -4.635128, 0.304945], [-6.261462, -3.620395, 1.255488], [-5.285483, -2.647737, 1.213895], [-4.306497, -2.657717, 0.215638], [-0.735466, -1.654570, -3.034338], [-0.074651, -0.044671, -2.658703], [0.604557, -1.480049, -1.898094], [-0.854899, 2.759292, 0.400912], [0.309136, 1.845626, 1.403639], [3.191071, 0.689659, -1.035816], [1.924480, 0.532364, 0.183155], [3.428688, 1.566308, 1.891037], [4.173234, 0.135313, 1.174495], [5.533552, 1.574638, -0.327330], [7.886630, 2.555723, 1.913719], [4.118024, 3.907336, 1.046502], [5.358785, 4.025004, -0.213136], [3.855902, 2.877198, -1.822112], [3.033534, 4.302534, -1.132872], [-1.971078, 1.121118, 1.538202], [-3.768405, -0.469556, 1.812020], [-5.334462, -5.435849, -1.444438], [-7.064520, -5.391197, 0.347414], [-7.007790, -3.592480, 2.035930], [-5.284349, -1.872784, 1.963539]], "atomic_forces_ev_per_a": [[-0.07, 0.02, -0.02], [0.00, -0.02, -0.05], [-0.32, -0.42, -0.01], [-0.06, -0.10, -0.20], [-0.10, 0.34, 0.22], [-0.45, -0.29, 0.01], [-0.22, 0.27, 0.11], [0.34, -0.05, -0.24], [0.08, -0.32, 0.40], [0.12, -0.01, -0.23], [-0.05, 0.10, 0.34], [-0.19, -0.17, 0.04], [-0.09, -0.01, 0.19], [0.58, 0.15, -0.41], [0.02, -0.15, -0.28], [0.08, 0.47, 0.05], [0.23, 0.30, 0.04], [0.02, -0.26, -0.27], [0.38, 0.19, -0.20], [-0.02, 0.71, 0.70], [0.18, 0.03, -0.14], [-0.14, -0.68, -0.51], [0.03, 0.38, 0.33], [-0.19, 0.24, 0.42], [0.09, 0.04, -0.06], [0.00, -0.04, -0.04], [0.02, 0.03, 0.01], [0.07, 0.03, -0.04], [-0.27, -0.48, -0.19], [0.08, 0.00, -0.07], [0.06, 0.00, -0.08], [0.12, -0.03, -0.05], [0.20, -0.09, -0.01], [-0.06, -0.02, -0.09], [-0.09, -0.05, 0.02], [0.08, 0.03, -0.07], [-0.02, -0.05, 0.02], [-0.01, -0.03, 0.05], [-0.02, 0.01, 0.01], [-0.31, -0.06, 0.07], [0.00, 0.04, 0.02], [0.01, 0.05, 0.02], [-0.01, 0.02, 0.00], [0.09, -0.17, -0.05], [0.02, 0.09, 0.06], [-0.07, 0.01, 0.08], [-0.01, -0.06, -0.05], [-0.05, -0.07, -0.01], [-0.05, 0.01, 0.06], [0.00, 0.07, 0.07]]}